A molecular structure, C30H39BrN4O3Y, computed with ωB97M-V/def2-TZVPD.

Geometry (Å):
Y: 0.125 -0.007 -0.379
C: -2.820 1.588 -1.818
N: -2.442 0.172 -1.747
C: -2.224 -0.329 -3.137
C: -0.982 -1.190 -3.336
C: 0.260 -0.344 -3.605
N: 0.351 0.716 -2.627
C: 1.048 1.795 -2.999
C: 1.286 2.948 -2.219
C: 2.237 3.915 -2.651
C: 2.543 5.040 -1.923
C: 1.902 5.301 -0.710
C: 0.937 4.395 -0.265
C: 0.638 3.255 -0.982
O: -0.376 2.411 -0.571
C: -3.568 -0.541 -1.129
C: -3.308 -1.995 -0.778
C: -2.331 -2.142 0.392
N: -0.934 -2.030 0.029
C: -0.317 -3.249 -0.031
C: 1.036 -3.560 -0.300
C: 1.475 -4.894 -0.100
C: 2.792 -5.280 -0.258
C: 3.752 -4.342 -0.628
C: 3.360 -3.024 -0.858
C: 2.032 -2.615 -0.735
O: 1.690 -1.374 -0.991
H: -3.763 1.709 -2.377
H: -2.027 2.149 -2.302
H: -2.953 1.989 -0.814
H: -2.141 0.543 -3.791
H: -3.127 -0.869 -3.451
H: -1.141 -1.881 -4.171
H: -0.824 -1.821 -2.456
H: 0.228 0.075 -4.625
H: 1.143 -0.999 -3.562
H: 1.522 1.781 -3.985
H: 2.751 3.729 -3.589
H: 3.293 5.727 -2.299
H: 2.133 6.184 -0.131
H: 0.387 4.572 0.650
H: -4.451 -0.452 -1.787
H: -3.821 -0.011 -0.205
H: -2.939 -2.558 -1.639
H: -4.272 -2.437 -0.501
H: -2.521 -3.098 0.903
H: -2.599 -1.362 1.124
H: -0.928 -4.106 0.268
H: 0.738 -5.630 0.209
H: 3.066 -6.315 -0.084
H: 4.791 -4.628 -0.746
H: 4.076 -2.273 -1.171
C: 1.440 -3.183 4.496
C: 1.865 -2.052 3.610
C: 3.076 -1.385 3.754
C: 3.444 -0.370 2.884
C: 2.553 -0.048 1.874
Br: 2.972 1.230 0.557
N: 1.383 -0.647 1.741
C: 1.045 -1.634 2.569
H: 2.236 -3.469 5.184
H: 1.177 -4.056 3.897
H: 0.564 -2.908 5.086
H: 3.755 -1.679 4.547
H: 4.392 0.141 2.965
H: 0.102 -2.121 2.352
C: -0.447 2.001 0.862
H: 0.270 2.571 1.458
H: -1.440 2.269 1.243
C: -2.520 -2.026 3.988
C: -2.805 -0.547 3.795
O: -1.621 0.217 3.666
H: -3.444 -2.593 4.124
H: -1.888 -2.174 4.865
H: -2.007 -2.441 3.118
H: -3.323 -0.143 4.667
H: -3.461 -0.388 2.930
H: -1.185 -0.020 2.837

Atoms 1-2, force components in eV/Å:
-0.55 0.22 -1.15
0.01 -0.04 -0.01

Computed properties:
Charge: -1
Frontier orbital gap (spin up / spin down): 4.4 / 4.4 eV
LUMO level (spin up / spin down): 2.59 / 2.58 eV